# 1
104
Properties=species:S:1:pos:R:3 method="wB97M-V/def2-TZVPD" total_energy_ev=-99551.7377 homo_ev=-10.582 gap_ev=9.79 fmax_ev_per_a=9.0 multiplicity=1 lumo_ev=-0.8
O -1.363 0.238 -8.163
O 1.380 0.346 8.416
O -3.083 -2.070 5.971
O 4.341 3.365 -2.864
O 0.016 -5.040 5.457
O -5.213 -2.360 5.486
O -2.837 -1.839 2.603
O -3.292 2.281 6.915
O 11.636 4.952 -1.851
O -0.094 1.179 -2.145
O -3.690 -3.731 -11.633
O 5.211 7.539 -4.409
O -3.529 -3.900 -0.696
O -3.047 -2.908 -2.602
O 4.468 2.260 -0.963
O -2.045 -2.266 -11.676
O 2.064 -0.361 -6.958
O -0.696 1.343 1.619
O 2.656 0.530 -5.032
O -0.749 0.056 7.931
O 1.661 -3.575 5.413
O -3.068 -6.844 4.204
O 9.507 4.662 -2.336
O -2.862 2.030 0.734
O -2.923 4.202 5.902
O -1.294 -0.863 3.835
O -0.994 2.159 -9.176
O -2.475 -5.954 6.130
O 6.755 8.515 -3.177
O -1.275 -0.633 -1.055
N -1.918 -1.851 3.430
N 10.459 5.325 -1.906
N -1.059 0.925 -9.146
N -2.710 -3.160 -11.140
N 0.202 0.718 8.361
N -2.988 2.967 5.933
N 6.131 7.528 -3.582
N 0.996 -4.469 5.949
N -2.479 1.054 -2.735
N 3.857 2.690 -1.948
N -3.272 -6.145 5.204
N -4.261 -1.697 5.916
N -2.875 -3.774 -1.737
N 1.860 0.339 -5.958
C 0.538 1.013 -5.857
C -4.566 -0.328 6.412
C -0.744 0.195 -10.403
C -4.594 -5.471 5.305
C -2.082 -0.410 0.155
C -2.296 -3.593 -9.778
C -1.929 1.079 0.826
C 1.410 -4.901 7.312
C -1.277 0.533 -1.953
C 2.408 2.368 -2.045
C -1.523 -3.171 3.991
C -0.103 2.088 8.856
C -1.778 -4.751 -1.975
C 10.153 6.694 -1.411
C 6.526 6.208 -3.022
C -2.673 2.238 4.675
H -1.741 -5.451 -1.138
H -0.495 0.921 -11.180
H 0.054 0.655 -4.946
H -3.253 0.373 -2.538
H -1.630 -0.380 -10.681
H 2.281 -4.318 7.618
H -2.000 -5.275 -2.907
H -0.058 0.757 -6.736
H 0.569 -4.721 7.984
H -3.641 0.137 6.758
H 7.576 6.043 -3.274
H -5.078 -5.829 6.216
H -2.152 -3.946 3.548
H -0.816 1.990 9.677
H 1.656 -5.964 7.260
H 0.719 2.089 -5.814
H 6.380 6.252 -1.940
H -3.137 -3.412 -9.105
H -2.050 -4.655 -9.830
H -3.559 1.663 4.397
H -0.845 -4.188 -2.048
H -2.425 2.963 3.898
H 1.861 3.313 -2.064
H 5.897 5.433 -3.465
H 2.120 1.772 -1.176
H -4.413 -4.395 5.348
H -2.739 2.030 -2.438
H -0.530 2.652 8.025
H 0.823 2.553 9.203
H -1.823 1.583 4.878
H -5.189 -5.727 4.426
H -1.715 -1.204 0.966
H 0.106 -0.460 -10.200
H -5.279 -0.426 7.233
H -1.425 -3.009 -9.471
H -0.473 -3.335 3.738
H 11.079 7.159 -1.064
H 2.257 1.803 -2.967
H -1.669 -3.127 5.072
H -0.754 0.655 2.371
H -3.239 -0.614 0.007
H -4.993 0.236 5.580
H 9.727 7.258 -2.242
H 9.440 6.596 -0.590

# 2
29
Properties=species:S:1:pos:R:3 method="wB97M-V/def2-TZVPD" total_charge=-1 total_energy_ev=-29992.4663 homo_ev="-4.237 / -4.721" gap_ev="7.22 / 8.18" fmax_ev_per_a=4.5 multiplicity=1 relative_energy_kj_mol=93.1 lumo_ev="3.0 / 3.5"
P 1.508 0.680 -1.175
O 2.229 -0.110 0.155
O 2.051 2.065 -1.303
O -1.663 -0.533 -1.593
O -2.406 1.273 -0.401
O 1.469 -0.354 -2.223
N -0.849 -0.872 1.112
N -0.370 -1.911 0.894
C -3.747 0.707 -0.564
C -1.359 0.417 -0.916
C -0.151 0.919 -0.332
C 3.518 0.197 0.448
C -4.092 -0.271 0.553
C 0.302 -2.506 -0.169
C 3.791 1.450 1.352
H 1.131 -1.839 -0.420
H -4.638 -1.097 0.002
H -4.490 1.588 -0.509
H -0.400 -2.595 -0.966
H -4.872 0.199 1.182
H -3.890 0.322 -1.641
H 3.946 -0.674 0.916
H 0.786 -3.388 0.052
H 4.110 0.167 -0.443
H -3.135 -0.661 0.915
H 3.113 2.241 1.037
H 3.650 1.111 2.404
H 4.755 1.852 1.242
H -0.297 1.624 0.391

# 3
64
Properties=species:S:1:pos:R:3 method="wB97M-V/def2-TZVPD" total_energy_ev=-53172.5321 smiles="CC(=O)OCCCC[Si@](S)(CCF)[Si](C)(C)C.CCN(CC)CC" homo_ev=-8.178 gap_ev=8.77 fmax_ev_per_a=2.8 multiplicity=1 relative_energy_kj_mol=20.4 lumo_ev=0.6
S -3.128 -0.473 1.330
Si -2.464 -1.193 -0.613
Si -1.852 0.725 -1.797
F -2.587 -2.251 -3.349
O 2.302 -1.676 -2.464
O 4.538 -1.430 -2.725
N 0.752 2.306 2.808
C -1.030 -2.330 -0.142
C 1.700 -2.730 -1.709
C -3.701 -2.775 -2.709
C 2.740 3.603 1.838
C 3.592 -0.664 -0.643
C 0.988 1.057 2.114
C -2.721 0.862 -3.464
C 1.231 3.465 2.076
C 2.440 1.922 4.696
C -0.658 -3.427 -1.149
C 0.306 -3.003 -2.256
C -2.384 2.238 -0.795
C 1.023 2.293 4.234
C 3.542 -1.297 -2.014
C 0.247 -0.126 2.718
C 0.016 0.840 -2.045
C -3.947 -2.093 -1.373
H 0.303 0.268 -2.921
H 2.922 4.368 1.080
H -4.748 -1.365 -1.484
H -3.521 -3.837 -2.562
H 0.598 -0.375 3.720
H 3.270 3.913 2.737
H 3.187 2.675 1.478
H 0.395 -3.857 -2.921
H -0.824 0.070 2.758
H -4.567 -2.686 -3.356
H 2.838 1.067 4.147
H -4.139 0.339 0.996
H 0.550 0.467 -1.178
H 0.320 1.601 4.703
H 4.569 -0.215 -0.538
H -3.791 0.705 -3.387
H 2.060 0.806 2.043
H -0.139 -4.214 -0.598
H 2.423 1.650 5.753
H -2.561 1.875 -3.831
H -2.090 3.160 -1.288
H 0.731 3.458 1.101
H 1.672 -2.476 -0.649
H -1.268 -2.798 0.812
H 0.298 1.876 -2.213
H -1.534 -3.901 -1.576
H 0.759 3.274 4.635
H 3.467 -1.431 0.113
H 2.321 -3.619 -1.806
H -2.035 2.204 0.231
H 0.868 4.362 2.583
H 0.635 1.187 1.085
H -4.312 -2.817 -0.649
H -0.057 -2.156 -2.823
H -0.167 -1.694 0.036
H -2.277 0.191 -4.191
H -3.474 2.237 -0.752
H 0.407 -1.006 2.094
H 2.829 0.098 -0.539
H 3.139 2.750 4.588

# 4
9
Properties=species:S:1:pos:R:3 method="wB97M-V/def2-TZVPD" total_charge=+2 total_energy_ev=-33029.5582 s_squared=6.017 homo_ev="-18.309 / -18.883" gap_ev="7.93 / 7.66" fmax_ev_per_a=6.5 multiplicity=5 relative_energy_kj_mol=99.2 lumo_ev="-10.4 / -11.2"
Ho -1.169 -3.088 1.588
O 2.079 -0.246 0.116
O -1.162 -1.339 -0.064
C 0.011 1.153 -0.434
C -0.181 -0.827 0.572
C 0.907 -0.179 -0.163
H 0.734 1.969 -0.557
H -0.533 1.016 -1.382
H -0.686 1.540 0.325